(1)
The following is a DFT calculation (the ωB97M-V functional and the def2-TZVPD basis) of a molecular structure, C49H91Cl3F4N3O16P2S2.

Results
LUMO	-4.5	eV
gap between HOMO and LUMO	5.46	eV
highest occupied orbital energy	-0.364	hartree

Structure (ORCA input):
```
! RIJCOSX wB97M-V def2-TZVPD def2/J DEFGRID3
* xyz 1 1
C 1.6453 3.4366 2.5015
C 4.3808 -5.5543 10.4805
C 0.5902 -1.9191 1.9484
H -3.4235 1.2159 1.9307
H 5.9193 -4.0009 10.5135
H 4.8545 -6.5211 10.6433
H -6.5286 3.7930 1.8064
O 1.9133 -2.4148 -2.4401
H -4.0631 -2.1372 -5.6071
C 2.0897 -1.8719 -11.9632
C 3.1222 -4.1554 9.0570
C -6.3916 3.5831 -0.3328
C 3.9559 -0.9054 -16.7415
H 2.2789 -5.9563 9.9689
C -6.7656 1.7630 1.1227
H 0.5380 1.9338 1.5525
H 5.8869 -0.0286 3.4407
H 4.0901 1.2335 6.1705
C 0.9320 -2.3679 -6.7125
H 1.5916 0.9539 -15.3729
H 3.5273 -1.5289 1.9619
C -6.7468 1.2554 7.5718
H 3.6188 -3.5452 -5.2034
C -3.4078 0.7248 2.9202
C 2.1455 -2.0792 -5.8481
O 1.5552 -0.7483 -9.9441
C 2.3715 5.1060 1.1157
H 2.6870 3.0986 2.4512
C 0.5237 1.1399 3.5147
H -6.0329 0.4482 7.3729
H -7.5483 1.1748 0.6332
S 0.1902 -3.4136 2.1568
C -2.1950 1.3225 3.7259
C 3.2370 1.8035 5.7535
O 0.8460 -0.4197 -3.2101
H -6.6803 1.4334 2.1590
H -5.1986 3.7245 6.3626
H -1.7965 5.0907 7.2333
O -3.4010 -2.7313 -2.9128
O -1.8017 3.3377 6.0780
F -4.2403 5.8969 5.9108
H 2.7191 -4.0578 8.0468
H -7.0607 3.3016 -1.1494
O 4.4546 -3.6323 9.0935
C 0.6263 2.7306 5.4967
H 6.1238 -1.1867 6.2621
H -7.3108 1.0057 8.4711
Cl 2.2069 -2.1108 5.9218
C 3.5248 -0.5974 1.3660
F -4.5713 1.0054 3.6213
H -8.5752 1.9791 6.6842
C 4.5311 -0.1936 -15.5271
H 3.4422 -6.2507 8.6711
C -2.4436 4.5080 6.5491
O 3.4167 0.2185 -14.7262
H 4.6541 -0.6989 7.1107
H -3.0538 -4.8749 -4.7425
H 0.0227 -1.7323 -12.6973
H 2.9358 -1.6358 -6.4614
H 3.5372 3.5963 4.8527
O -5.5298 1.5124 0.4365
H 1.4746 0.4464 -0.3825
O 3.1762 5.0745 0.2375
H -4.8621 2.3762 -1.3238
S 1.2173 -1.2092 -2.0730
H 3.3267 -1.8030 -10.1634
H -3.2911 -0.3621 2.7601
C -4.2144 -3.0976 -5.1075
C 2.2106 0.0620 -15.4821
F -3.3384 4.7214 4.3039
H -5.2330 -1.9836 -3.5246
H -1.8478 -1.3353 5.6571
H -6.0377 1.9745 5.0049
H -0.8932 3.9481 4.3444
H 3.7822 -1.9596 -16.5098
H -1.6315 -3.7799 -3.1627
H 2.3702 5.9017 1.8919
H -2.2555 2.4064 3.5415
H 4.1654 -1.0075 -0.6730
H 4.5809 -0.2611 1.4018
H 1.9473 -1.4110 -5.0176
H 1.9162 -2.9268 -11.7320
H 2.8767 -2.0484 -0.1296
C 5.3000 -4.5500 9.8034
H 4.0527 -5.1678 11.4487
H -5.1586 -3.7370 -3.2588
H 0.4668 -4.3046 -7.6194
C 1.3277 -3.6798 -7.3732
H 4.9424 -2.4524 6.6031
C 2.5467 -3.4599 -5.3924
C 3.2130 -0.9931 -0.1136
H 2.5063 -3.5570 9.7380
N 3.7394 2.6193 4.6527
C 2.2011 -0.1599 -0.9402
O -1.1556 0.8435 7.6078
H -1.7409 -2.2254 -4.0137
C -7.0385 3.2530 1.0031
C 0.3470 -0.9052 -10.6979
C -2.8824 -3.8165 -4.9551
C 2.6961 0.5191 2.0477
C -4.6159 -2.8734 -3.6583
H -2.4581 1.1578 4.7894
H -6.8092 4.1543 6.9668
H -3.2878 4.1586 7.1715
H 3.3303 1.0783 2.7614
H 0.7052 -1.5789 -7.4291
C 2.6253 -0.1902 -16.9220
H -0.2715 -0.0132 -10.5866
H -4.3237 3.1585 0.1775
H 1.8890 -0.7653 -17.4823
H 2.7810 0.7603 -17.4389
H -7.3948 3.0975 4.8684
O 1.4156 4.1048 1.2116
H 2.4769 1.2608 1.2576
O 1.8340 -1.0252 3.7008
N 0.7156 -0.7201 1.7354
P -0.4068 0.2271 6.2793
H 5.9554 -5.0386 9.0751
P 4.3915 -1.0290 4.6148
H -4.9566 -3.6615 -5.6715
O -5.9995 2.4591 7.7908
F -2.2786 6.4489 5.1619
H -2.2405 -3.7457 -5.8328
H 1.4096 3.4155 5.1246
H 0.0513 -2.5197 -6.0797
C 2.0990 0.7919 5.4606
H 0.9164 -0.2062 -12.6545
C -0.9444 0.6010 3.1803
C 2.5250 -0.6333 4.8528
H 0.8496 2.6928 6.5849
H 2.7602 0.5083 -1.6204
H 2.0088 -3.7468 -4.4854
C -3.0756 5.3885 5.4354
H 4.7511 2.5924 4.5674
H 5.0880 0.7032 -15.8184
H 3.2235 -0.2653 -11.0442
O -0.9198 -1.3052 5.9734
H -0.6207 1.3846 8.2094
H -6.1362 4.6357 -0.4497
C -0.6008 3.6311 5.3672
H -0.1995 -1.7621 -10.2867
C 5.0355 -1.3915 6.3456
O 2.1720 -4.3701 -6.4378
H 1.9049 -3.5058 -8.2883
C -7.6412 1.5080 6.3676
H -8.0994 3.4958 1.0503
C -6.8102 2.4992 5.5672
C 0.5421 2.3811 2.5694
O 5.3227 0.2833 4.1616
C 1.4340 0.0290 2.8272
C 2.6676 -1.1617 -10.7514
H -1.0804 -0.4732 3.3744
C -2.2951 -3.1286 -3.7341
C -5.1731 2.6755 -0.3223
N 0.7745 1.3315 4.9963
C 0.7607 -1.1572 -12.1381
H 5.1885 -0.8334 -14.9364
H 1.6644 -0.7946 -15.0706
H -0.2779 4.6074 5.8092
H 2.9991 2.4800 6.5944
H 1.5767 4.2709 3.2352
H -7.8879 0.5967 5.8241
H -1.1212 0.7186 2.0946
H -0.4108 2.9426 2.5232
H 2.7379 -1.8169 -12.8377
C -6.1648 3.3228 6.6614
H 4.6064 -0.8518 -17.6136
Cl -0.5369 -1.6449 -1.0793
C 3.2041 -5.6010 9.5171
Cl 1.9230 0.2475 7.3820
*
```

(2)
The following is a DFT calculation (the ωB97M-V functional and the def2-TZVPD basis) of a molecular structure, C5H5ErF3NOP.

Results
LUMO (spin up / spin down)	-12.8 / -13.7	eV
gap between HOMO and LUMO (spin up / spin down)	8.18 / 6.09	eV
highest occupied orbital energy (spin up / spin down)	-0.773 / -0.726	hartree

Structure (ORCA input):
```
! RIJCOSX wB97M-V def2-TZVPD def2/J DEFGRID3
* xyz 3 4
C 1.0225 -0.7860 1.5282
H 1.9870 0.8556 0.7767
Er -1.5792 1.0659 -3.4751
C 0.7089 -2.1781 1.6231
C -2.4292 2.2344 -0.5578
H 2.3460 -0.6159 -0.1079
H 0.9172 0.0687 -1.7175
P -1.2427 0.0142 -0.4528
F -0.2670 -2.5713 2.3037
C 1.5467 -0.0463 0.3610
F 0.7711 -0.1237 2.6142
O -2.6460 3.1027 0.1313
F 1.3784 -3.0568 1.0530
C 0.5483 0.4314 -0.7611
H 0.6118 1.5165 -0.8005
N -2.2092 1.2630 -1.3379
H -1.4646 -1.1742 -1.1806
*
```

(3)
The following is a DFT calculation (the ωB97M-V functional and the def2-TZVPD basis) of C4H7NO in the gas phase.

Results
LUMO (spin up / spin down)	0.9 / -1.3	eV
gap between HOMO and LUMO (spin up / spin down)	7.54 / 9.50	eV
highest occupied orbital energy (spin up / spin down)	-0.243 / -0.397	hartree

Structure (ORCA input):
```
! RIJCOSX wB97M-V def2-TZVPD def2/J DEFGRID3
* xyz 0 3
H -1.2455 0.7861 1.6120
C 1.3014 0.1387 0.0874
N 2.7637 -0.5834 0.6558
C -0.1177 0.1249 -0.0700
C -0.7792 -1.1385 -0.5651
H -1.9119 1.2765 0.0463
H -1.5782 -1.4182 0.1155
H 3.4231 -0.1922 -0.0145
O 0.8813 0.6989 -1.0082
H -0.4860 2.0966 0.7012
C -0.9933 1.1378 0.6142
H -1.1974 -0.9740 -1.5565
H -0.0601 -1.9533 -0.6182
*
```

(4)
The following is a DFT calculation (the ωB97M-V functional and the def2-TZVPD basis) of 2 unconnected molecules or ions with the total composition C7H13N3O4.

Results
LUMO	-1.2	eV
gap between HOMO and LUMO	7.95	eV
highest occupied orbital energy	-0.337	hartree

Structure (ORCA input):
```
! RIJCOSX wB97M-V def2-TZVPD def2/J DEFGRID3
* xyz 0 1
H -3.3173 0.6613 -0.3650
C -1.1498 -0.9731 1.5930
O -2.7354 2.5958 -0.0913
H 1.8417 -2.1035 0.4108
H -2.4797 3.1124 1.8220
N -1.8514 1.3094 1.5761
O -1.2683 -2.1412 1.2667
H -0.5474 -0.4343 -1.8591
C -2.9783 -1.1796 -0.7852
H 1.6541 -1.9839 -1.3240
C 1.0472 -1.7926 -0.3506
N 0.6373 -0.3539 -0.1551
C -2.3556 2.4283 1.0313
H -0.1587 1.2677 -1.2619
O -0.4758 -0.5932 2.6385
H 0.0507 -2.4230 -0.4175
H 1.3529 1.4570 -0.0284
C -1.8403 0.1493 0.9685
H -2.7212 -2.1582 -0.2365
H 1.5221 0.3081 1.4795
O -3.6774 -1.1708 -1.7470
N -2.7980 -0.1182 0.0325
C 1.6411 0.4872 0.4134
C 0.2151 0.2489 -1.3707
H 1.0689 0.3071 -1.9766
H 2.5235 0.0308 0.0114
H -0.7126 0.2631 2.8026
*
```